1.
{
  "formula": "C6H9ClO6Y",
  "method": "ωB97M-V/def2-TZVPD",
  "species": ["Y", "C", "C", "O", "O", "H", "H", "H", "C", "C", "O", "O", "H", "H", "H", "C", "C", "O", "O", "H", "H", "H", "Cl"],
  "coordinates": [[-1.0219, -0.3381, -1.4235], [4.1839, -1.4797, -4.5238], [3.2134, -0.8370, -3.5196], [2.2700, -0.1047, -4.0012], [3.0861, -1.3515, -2.4011], [4.8403, -0.7235, -4.9544], [3.6541, -1.9885, -5.3292], [4.9837, -2.1296, -4.1689], [1.3181, 4.0144, 2.2122], [0.6700, 2.9626, 1.3953], [0.4664, 1.8107, 1.8543], [0.2997, 3.3152, 0.2268], [2.3912, 3.8807, 2.3489], [0.8525, 3.8779, 3.1882], [1.1563, 5.0376, 1.8729], [-4.6700, -1.7741, 3.6140], [-4.0058, -1.7316, 2.2451], [-3.0509, -2.5734, 1.9286], [-4.2382, -0.8724, 1.4291], [-4.2561, -0.9296, 4.1651], [-4.5377, -2.7410, 4.0995], [-5.7508, -1.6958, 3.4965], [-1.8545, -3.6287, -3.7549]],
  "charge": -1,
  "orbital_gap_ev": 3.4,
  "total_energy_ev": -32211.6683,
  "e_homo_ev": -5.88,
  "e_above_lowest_kj_mol": 1527.0
}

2.
{
  "formula": "C22H30BrCoF3N5O4S2Si",
  "method": "ωB97M-V/def2-TZVPD",
  "species": ["Co", "C", "Si", "C", "C", "C", "C", "C", "C", "N", "C", "S", "H", "H", "H", "H", "H", "H", "H", "H", "H", "H", "H", "H", "Br", "C", "C", "C", "N", "C", "C", "H", "H", "H", "H", "F", "C", "F", "F", "C", "C", "S", "O", "O", "C", "C", "N", "C", "N", "C", "C", "N", "O", "O", "C", "H", "H", "H", "H", "H", "H", "H", "H", "H", "H", "H", "H", "H", "H"],
  "coordinates": [[0.6471, 0.4342, -0.7306], [2.1297, -5.8104, 0.3470], [2.2006, -4.6279, -1.1466], [0.7030, -4.9868, -2.2005], [3.7341, -5.1111, -2.1709], [2.5113, -2.8565, -0.4567], [3.6894, -2.7334, 0.3282], [4.0653, -1.5243, 0.9036], [3.2566, -0.4334, 0.6911], [2.1319, -0.4773, -0.0376], [1.7502, -1.6847, -0.6162], [0.2485, -1.6926, -1.5752], [1.9944, -6.8395, 0.0017], [1.2903, -5.5449, 0.9959], [3.0553, -5.7572, 0.9268], [0.6993, -6.0414, -2.4959], [0.7045, -4.3955, -3.1208], [-0.2280, -4.8020, -1.6573], [3.6218, -6.1302, -2.5523], [4.6384, -5.0671, -1.5578], [3.8484, -4.4298, -3.0189], [4.3347, -3.5916, 0.5010], [4.9644, -1.4417, 1.4993], [3.4909, 0.5378, 1.1102], [5.0740, 5.1539, -1.8207], [3.8028, 3.7909, -1.5065], [2.4534, 4.1104, -1.4312], [1.5635, 3.0775, -1.1997], [1.9349, 1.7879, -1.0449], [3.2559, 1.5165, -1.1248], [4.2247, 2.4766, -1.3527], [2.0976, 5.1272, -1.5475], [0.4953, 3.2628, -1.1302], [3.5219, 0.4710, -0.9961], [5.2709, 2.2002, -1.4070], [-0.3543, 2.3022, -2.5215], [0.0475, 0.9807, -2.5474], [-1.0107, 0.1851, -2.9418], [1.0916, 0.8343, -3.4402], [-2.5359, 3.9660, 3.4353], [-3.4420, 3.0235, 4.2104], [-3.8192, 1.5271, 3.2434], [-4.3278, 0.5221, 4.2883], [-2.5061, 0.8107, 2.8940], [-4.9987, 1.3741, 1.8572], [-4.4200, 1.8371, 0.5098], [-3.3001, 1.0125, 0.0780], [-1.9351, 1.3894, -0.0655], [-1.2215, 0.3889, -0.4246], [-2.0576, -0.7338, -0.5754], [-3.3064, -0.3639, -0.2935], [-4.4492, -1.2153, -0.3953], [-4.3134, -2.3619, -0.6994], [-5.5505, -0.7729, -0.2796], [-1.3367, 2.7479, 0.1594], [-2.3187, 4.8638, 4.0510], [-3.0365, 4.2895, 2.4999], [-1.5776, 3.4612, 3.1916], [-4.3937, 3.5351, 4.4659], [-2.9483, 2.7252, 5.1595], [-5.8794, 2.0040, 2.1031], [-5.3583, 0.3296, 1.8230], [-4.1199, 2.8936, 0.6280], [-5.2077, 1.8118, -0.2721], [-1.7277, -1.7124, -0.8984], [-2.0821, 3.5055, 0.4519], [-0.8519, 3.0916, -0.7779], [-0.5685, 2.6828, 0.9576], [0.6393, 1.0976, 0.7191]],
  "charge": -1,
  "orbital_gap_ev": [2.8, 6.3],
  "multiplicity": 4,
  "total_energy_ev": -184303.0005,
  "e_homo_ev": [-1.19, -4.75]
}

3.
{
  "formula": "C4H6O2",
  "method": "ωB97M-V/def2-TZVPD",
  "species": ["O", "C", "C", "C", "C", "O", "H", "H", "H", "H", "H", "H"],
  "coordinates": [[2.5413, -0.0533, -0.4038], [1.4033, -0.4721, -0.8525], [-0.9034, -0.7838, 0.8528], [-1.0069, 0.2261, -0.2980], [0.3854, 0.6637, -0.6392], [0.7737, 1.8146, -0.7468], [2.4755, 0.8935, -0.1067], [-0.1035, -1.5074, 0.6443], [-1.8276, -1.3506, 0.9766], [-0.6785, -0.2779, 1.7975], [-1.6132, 1.0987, -0.0416], [-1.4461, -0.2515, -1.1826]],
  "charge": 0,
  "orbital_gap_ev": 8.6,
  "total_energy_ev": -8337.3180,
  "e_homo_ev": -8.97,
  "e_above_lowest_kj_mol": 303.3
}

4.
{
  "formula": "C18H30Cl2N7O3Rh",
  "method": "ωB97M-V/def2-TZVPD",
  "species": ["O", "C", "C", "C", "H", "C", "H", "C", "H", "C", "H", "C", "H", "H", "C", "C", "H", "H", "H", "C", "C", "H", "H", "H", "H", "Rh", "Cl", "Cl", "C", "O", "N", "C", "C", "H", "H", "H", "H", "H", "H", "H", "H", "H", "C", "C", "N", "H", "C", "O", "H", "H", "H", "H", "N", "N", "N", "C", "N", "N", "H", "H", "H"],
  "coordinates": [[1.4454, -1.3537, -1.6770], [1.1978, -0.5874, -2.8035], [1.9461, -1.6714, -3.8743], [2.8362, -2.6824, -3.4316], [3.3189, -2.6539, -2.4455], [3.1039, -3.8217, -4.2090], [3.8725, -4.5429, -3.9255], [2.4115, -4.0722, -5.3976], [2.6113, -4.9477, -6.0063], [1.4267, -3.1559, -5.7623], [0.8655, -3.3255, -6.6724], [1.1759, -2.0191, -4.9950], [0.3156, -1.3947, -5.2345], [0.1827, -0.7435, -3.1398], [2.6795, 1.5070, -2.3711], [1.3220, 0.9069, -2.6241], [2.5911, 2.5418, -2.0163], [3.3459, 1.4246, -3.2390], [3.1640, 0.9803, -1.5327], [0.1537, 1.5643, -2.3408], [-0.0629, 3.0259, -2.0434], [-0.8316, 1.0667, -2.2131], [0.1944, 3.6770, -2.8843], [0.5080, 3.3800, -1.1685], [-1.1050, 3.3234, -1.7877], [0.9339, -0.5276, -0.0856], [3.1938, -0.2007, 0.5615], [-1.2248, -1.0127, -1.0557], [1.3436, 1.7837, 1.8600], [0.4454, 1.0260, 1.4288], [1.2826, 2.3285, 3.0812], [0.0414, 2.2394, 3.8391], [2.4033, 3.0006, 3.6996], [2.2227, 2.0529, 1.2502], [-0.5736, 1.4189, 3.4500], [-0.5219, 3.1853, 3.8019], [0.2913, 2.0634, 4.8920], [3.3379, 2.6970, 3.2151], [2.4195, 2.7221, 4.7578], [2.2914, 4.0906, 3.6304], [-5.1900, 1.5413, 3.0959], [-5.8697, -0.3072, 2.3275], [-4.3872, 1.7472, 2.3764], [-5.2205, -0.3938, 1.4532], [-4.1120, 0.5245, 1.6283], [-3.4737, 2.0634, 2.9075], [-3.0046, 0.5602, 0.8362], [-2.2772, 1.5496, 0.7565], [-4.8783, -1.4294, 1.3660], [-2.7933, -0.3561, 0.2664], [-4.7093, 2.5687, 1.7105], [-5.8266, -0.1512, 0.5692], [-1.7428, -2.2412, 4.1737], [-0.7284, -2.1918, 3.2228], [-0.2064, -3.3631, 2.7129], [0.4412, -2.8733, 1.6467], [0.2956, -1.5561, 1.5041], [-0.5208, -1.1161, 2.5265], [-1.7979, -1.3499, 4.6671], [-1.5598, -3.0505, 4.7590], [1.0062, -3.4683, 0.9629]],
  "charge": 0,
  "orbital_gap_ev": [7.1, 6.8],
  "multiplicity": 5,
  "total_energy_ev": -63772.3300,
  "e_homo_ev": [-6.97, -8.34],
  "e_above_lowest_kj_mol": 110.0
}

5.
{
  "formula": "C9H10O2",
  "method": "ωB97M-V/def2-TZVPD",
  "species": ["C", "C", "C", "C", "C", "C", "C", "C", "C", "H", "H", "H", "H", "H", "H", "H", "H", "H", "H", "O", "O"],
  "coordinates": [[-0.6773, -0.9804, -0.9313], [-1.9721, -0.8204, -0.2080], [-2.2385, 0.6172, 0.1550], [0.0938, 0.6873, 0.8464], [1.0894, 1.2760, 1.5700], [2.4230, 1.0624, 1.2410], [2.7998, 0.2024, 0.1815], [1.7607, -0.4318, -0.4754], [0.3878, -0.2677, -0.1656], [-0.9828, -1.2171, -2.9398], [-0.4873, -2.0886, -0.9560], [-2.8245, -1.2926, -0.8186], [-1.9055, -1.4464, 0.6972], [-3.1678, 0.6791, 0.6936], [-2.2605, 1.2783, -0.7258], [0.8202, 1.9693, 2.3221], [3.1394, 1.4753, 1.9470], [3.8256, -0.1091, -0.0824], [2.0792, -1.1292, -1.2394], [-0.7105, -0.4230, -2.2384], [-1.1920, 0.9590, 1.1270]],
  "charge": 0,
  "orbital_gap_ev": 9.0,
  "smiles": "O[C@@H]1CCOc2ccccc21",
  "total_energy_ev": -13589.1942,
  "e_homo_ev": -8.40,
  "e_above_lowest_kj_mol": 100.1
}

6.
{
  "formula": "C24H31N5O5",
  "method": "ωB97M-V/def2-TZVPD",
  "species": ["C", "C", "O", "C", "C", "C", "C", "C", "C", "C", "N", "C", "O", "C", "N", "C", "C", "C", "C", "C", "C", "N", "N", "H", "H", "H", "H", "H", "H", "C", "H", "C", "H", "H", "O", "C", "H", "H", "H", "H", "H", "C", "O", "N", "H", "C", "H", "H", "C", "O", "C", "H", "H", "H", "H", "H", "H", "H", "H", "H", "H", "H", "H", "H", "H"],
  "coordinates": [[-2.8141, -1.4040, -2.4440], [-2.8876, -1.0624, -0.9599], [-1.8054, -0.2554, -0.5400], [-1.7564, 1.0620, -0.9046], [-2.8117, 1.7786, -1.4523], [-2.6629, 3.1247, -1.7388], [-1.4670, 3.7687, -1.4919], [-0.4074, 3.0585, -0.9547], [-0.5362, 1.7130, -0.6617], [0.5936, 0.8780, -0.1048], [0.5172, 0.7412, 1.3456], [0.9860, -0.3233, 2.0234], [0.8380, -0.4467, 3.2261], [1.8010, -1.3848, 1.2596], [1.0607, -2.1388, 0.2939], [0.0411, -3.0104, 0.5048], [-0.6325, -3.4476, 1.6400], [-1.6404, -4.3597, 1.4339], [-1.9727, -4.8275, 0.1511], [-1.3168, -4.3966, -0.9761], [-0.2923, -3.4652, -0.7952], [0.5296, -2.8292, -1.6739], [1.3084, -2.0634, -1.0213], [-1.5716, -4.7508, -1.9616], [-2.7728, -5.5469, 0.0576], [-2.1983, -4.7318, 2.2801], [-0.3774, -3.0776, 2.6204], [2.1806, -2.0702, 2.0255], [2.6541, -0.9185, 0.7577], [-0.0268, 1.8292, 2.1359], [0.1424, 2.7670, 1.6086], [-1.5312, 1.6849, 2.4036], [-1.8732, 0.6899, 2.0808], [-1.7410, 1.7773, 3.4793], [-2.2207, 2.6921, 1.6968], [-3.6109, 2.6140, 1.8466], [-4.0332, 3.4246, 1.2567], [-3.9073, 2.7296, 2.8973], [-3.9987, 1.6547, 1.4794], [0.5168, 1.8382, 3.0824], [0.4626, -0.1083, -0.5480], [1.9739, 1.4149, -0.5075], [2.4734, 2.4060, -0.0113], [2.5650, 0.6823, -1.4729], [2.1700, -0.2189, -1.7222], [3.9405, 0.9043, -1.8470], [4.2102, 1.9059, -1.5055], [4.0453, 0.8513, -2.9333], [4.8531, -0.1552, -1.2015], [4.6714, -0.2823, 0.1865], [5.1406, 0.8074, 0.9555], [5.0898, 0.4852, 1.9938], [4.5163, 1.6961, 0.8253], [6.1778, 1.0470, 0.6976], [4.6072, -1.1411, -1.6066], [5.9011, 0.0804, -1.4364], [0.5315, 3.5541, -0.7617], [-1.3566, 4.8188, -1.7131], [-3.4973, 3.6680, -2.1578], [-3.7610, 1.3054, -1.6497], [-3.8459, -0.5903, -0.7106], [-2.7917, -1.9736, -0.3619], [-3.6186, -2.0870, -2.7020], [-2.9006, -0.5064, -3.0519], [-1.8609, -1.8791, -2.6642]],
  "charge": 0,
  "orbital_gap_ev": 8.9,
  "smiles": "CCOc1ccccc1[C@@H](C(=O)NCCOC)N(CCOC)C(=O)Cn1nnc2ccccc21",
  "total_energy_ev": -43078.5160,
  "e_homo_ev": -8.54,
  "e_above_lowest_kj_mol": 233.8
}